Here is the ion C5H4N with charge +1 at a distorted geometry from the OMol25 dataset. Energies are from wB97M-V/def2-TZVPD.

Positions of all 10 atoms, in Å:
C  -2.753  -0.412  0.017
C  -1.496  0.054  0.113
C  -0.283  0.266  -0.012
C  0.969  0.756  0.071
C  2.064  -0.007  0.029
N  3.020  -0.643  0.067
H  -3.522  0.153  -0.306
H  -3.093  -1.341  0.301
H  1.221  1.894  0.204
H  3.873  -0.720  -0.484

## Properties
* structure (SMILES): C=C=C=CC#[NH+]
* HOMO-LUMO gap: 7.885 eV
* DFT total energy: -6728.156 eV
* energy relative to the best compared isomer or geometry (same formula, charge and spin): 4.2 kcal/mol
* HOMO energy: -14.4 eV
* total charge: +1